BrFeH39O20 | wB97M-V/def2-TZVPD

The geometry in XYZ format:
```
61
Properties=species:S:1:pos:R:3:forces:R:3
Fe -0.0400 0.0422 0.0701 1.289 1.062 -1.082
Br 1.0059 0.7065 -2.1669 -0.844 -0.225 0.729
O 0.2664 1.5753 3.6708 0.082 -1.080 -1.013
H 0.6021 0.6960 3.9331 0.233 0.722 0.335
O -0.4556 -1.8222 -0.5256 -0.014 -0.493 0.023
H -0.9690 -2.1023 -1.2834 -0.727 0.194 -0.703
H -0.0241 -2.6201 -0.2199 0.639 -0.411 0.782
O 0.2054 4.2887 -0.0609 0.023 -0.066 -0.044
H -0.6896 4.6191 -0.1384 -0.302 0.028 -0.044
H 0.7190 5.0488 0.2123 0.311 0.169 0.035
O 3.9692 -0.3321 -3.6936 0.297 -0.309 -0.028
H 4.4996 0.4232 -3.4398 0.144 0.171 0.030
H 3.0854 -0.1152 -3.3971 -0.268 0.066 0.031
O 1.2152 -3.9737 0.7515 -0.207 0.377 -0.334
H 1.2425 -4.7239 0.1576 0.132 -0.285 -0.226
H 1.4939 -4.3264 1.5966 -0.046 0.006 0.341
O 3.3713 2.5064 0.4242 -0.017 0.266 -0.479
H 3.5683 1.8710 1.1124 -0.158 -0.334 0.203
H 3.4862 3.3587 0.8444 0.124 0.283 0.003
O 1.2982 0.2035 -5.4832 0.135 -0.091 -0.242
H 0.5307 0.2194 -6.0549 -0.118 0.039 -0.240
H 0.9376 0.1301 -4.5995 -0.085 0.038 0.337
O -2.4437 -2.7649 -2.2080 0.056 0.182 0.053
H -3.1078 -2.3966 -2.7907 0.089 0.111 -0.711
H -2.7867 -3.6252 -1.9665 0.012 -0.456 0.101
O 0.2987 1.8153 0.8270 -0.060 -0.822 -0.667
H 0.4142 2.7019 0.4851 0.192 1.071 -1.087
H 0.3745 1.9124 1.7762 -0.108 -0.434 2.592
O -1.9362 0.4958 -0.4415 0.444 -0.296 -0.306
H -2.6686 0.6712 0.1494 -0.258 0.268 1.473
H -2.3113 0.5745 -1.3186 0.366 -0.226 -1.263
O 4.0607 -2.1715 0.7765 -0.211 -0.068 0.036
H 4.7933 -1.5637 0.8769 0.299 0.200 -0.184
H 4.1427 -2.7709 1.5182 0.070 -0.275 0.164
O 2.8798 0.7190 2.5559 0.758 -0.558 -0.332
H 2.5336 1.5011 2.9857 -1.078 0.379 0.462
H 3.7368 0.5827 2.9599 0.290 -0.191 0.268
O -3.5529 1.3038 1.4282 -0.343 -0.024 -0.186
H -3.5440 1.4839 2.3682 0.364 0.112 0.325
H -4.4815 1.2406 1.2047 -0.399 0.004 -0.061
O -3.0550 0.6992 -2.8450 -0.259 -0.246 0.217
H -3.3599 1.5644 -2.5717 -0.314 0.429 -0.127
H -2.8374 0.8029 -3.7713 0.300 -0.007 -0.304
O -0.5945 -0.3557 1.8872 -0.090 -0.778 -0.378
H -1.2401 -1.0281 2.1046 -1.023 -0.942 -0.268
H -0.3540 0.0278 2.7306 0.728 1.994 1.157
O -2.0123 -1.2147 4.8030 0.046 -0.392 -0.182
H -1.6739 -0.4284 5.2313 0.212 0.359 0.185
H -2.6422 -0.8863 4.1615 -0.156 0.196 -0.101
O 2.4503 3.4820 -3.4657 -0.076 0.331 -0.110
H 2.2889 2.7636 -2.8541 -0.123 -0.209 0.252
H 3.3830 3.4173 -3.6711 0.217 0.035 -0.129
O 1.7914 -0.7714 0.5266 -0.630 0.006 -0.301
H 2.1795 -1.5947 0.2306 0.298 -0.436 -0.391
H 2.3088 -0.5240 1.2930 0.216 0.715 0.771
O -4.3127 -1.5591 -0.4510 -0.292 0.328 0.419
H -5.0926 -2.1093 -0.5237 -0.386 -0.085 0.103
H -3.8163 -1.7399 -1.2492 0.457 0.021 0.034
O -2.6617 -1.8952 1.8533 0.079 -0.308 0.537
H -3.1767 -2.3507 2.5192 0.043 -0.304 0.306
H -3.2928 -1.6825 1.1658 -0.350 0.191 -0.779
```
Forces are in eV/Å.

DFT total energy in eV: -146008.973
Charge: +1
LUMO level (alpha / beta) in eV: -2.9859 / -4.6064
Spin multiplicity: 6
Kohn-Sham gap (alpha / beta) in eV: 7.6 / 5.9

BrH16O8 | wB97M-V/def2-TZVPD

The geometry in XYZ format:
```
25
Properties=species:S:1:pos:R:3:forces:R:3
Br -0.0125 -0.2567 0.1853 -0.091 0.039 -0.103
O -2.1124 -3.0644 -0.0777 -0.013 -0.246 -0.082
H -2.0663 -3.2391 0.8667 0.075 0.044 0.030
H -1.2218 -2.7553 -0.2878 -0.110 0.203 0.081
O 0.6731 3.0408 1.3387 -0.013 0.085 -0.022
H 0.4685 2.2305 0.8505 0.126 -0.091 0.080
H 0.0015 3.6541 1.0255 -0.060 -0.033 0.002
O -1.7806 0.8839 -2.5556 -0.137 -0.073 -0.062
H -2.5574 1.3364 -2.2135 0.027 0.046 0.051
H -1.4798 0.3475 -1.8077 0.098 0.056 0.045
O 1.4757 -0.0147 3.3033 0.005 -0.202 0.139
H 2.1870 0.2445 2.7093 -0.025 0.068 -0.035
H 0.7087 -0.0475 2.7158 0.005 0.091 -0.109
O 2.0926 1.5513 -1.8992 -0.033 0.085 -0.095
H 2.1634 0.9398 -2.6413 -0.043 -0.085 0.068
H 1.3221 1.2199 -1.4121 0.193 0.038 0.023
O 1.0252 -3.0264 1.7970 0.009 0.017 0.026
H 1.1772 -2.7310 2.7006 0.042 0.065 0.003
H 0.9378 -2.1908 1.3061 -0.062 -0.111 -0.010
O -2.3435 2.2766 0.7263 -0.110 -0.008 -0.041
H -2.5721 2.2551 1.6597 0.037 0.004 0.023
H -1.7879 1.4894 0.6050 0.067 -0.027 -0.055
O 1.3517 -1.0949 -3.2077 -0.055 -0.065 -0.115
H 1.6323 -2.0138 -3.2065 0.040 -0.001 0.048
H 0.7174 -1.0352 -2.4807 0.028 0.098 0.110
```
Forces are in eV/Å.

DFT total energy in eV: -86686.605
Charge: -1
LUMO level in eV: 3.1586
Kohn-Sham gap in eV: 9.6

BrH2N | wB97M-V/def2-TZVPD

The geometry in XYZ format:
```
4
Properties=species:S:1:pos:R:3:forces:R:3
N -0.4674 -0.1287 -0.7324 0.755 3.616 1.008
Br 0.5843 1.0119 1.7813 -1.006 -0.905 -2.059
H 0.5352 0.0471 -0.8451 0.069 -0.701 -0.069
H -0.6521 -0.9303 -0.2038 0.183 -2.010 1.120
```
Forces are in eV/Å.

DFT total energy in eV: -71561.084
LUMO level (alpha / beta) in eV: -3.9945 / -3.9925
Kohn-Sham gap (alpha / beta) in eV: 6.6 / 6.6

BrH2NO2S | wB97M-V/def2-TZVPD

The geometry in XYZ format:
```
7
Properties=species:S:1:pos:R:3:forces:R:3
N 1.8415 -0.3289 0.2223 -3.631 -2.304 1.229
O -1.1789 1.0746 -1.1029 -0.298 0.248 -0.234
O -1.7012 0.9095 1.4052 1.387 -0.905 -2.900
S -1.1188 0.3917 0.1429 0.096 0.051 3.114
Br -2.0710 -1.7256 -0.0821 0.543 0.647 -0.028
H 1.5976 -0.5320 -0.7243 -0.419 -0.376 -1.092
H 2.6307 0.2107 0.1388 2.321 2.639 -0.090
```
Forces are in eV/Å.

DFT total energy in eV: -86489.961
LUMO level (alpha / beta) in eV: -4.3206 / -4.3195
Kohn-Sham gap (alpha / beta) in eV: 5.2 / 5.2

BrH2NO2S | wB97M-V/def2-TZVPD

The geometry in XYZ format:
```
7
Properties=species:S:1:pos:R:3:forces:R:3
N -0.6777 -0.0377 1.6525 -3.192 -4.456 -4.135
O -0.2484 -1.4301 -1.7339 0.478 0.227 0.080
O 1.8665 -0.3831 -0.7196 -0.722 -0.607 -0.555
S 0.4529 -0.4377 -0.9836 -0.236 0.260 3.262
Br -0.0915 1.5544 -1.6228 -0.335 0.684 -0.537
H 0.1009 0.1930 2.1010 3.974 2.430 1.966
H -1.4027 0.5412 1.3065 0.032 1.462 -0.081
```
Forces are in eV/Å.

DFT total energy in eV: -86490.273
LUMO level (alpha / beta) in eV: -3.2179 / -3.2165
Kohn-Sham gap (alpha / beta) in eV: 6.4 / 6.4

BrH2NOS2 | wB97M-V/def2-TZVPD

The geometry in XYZ format:
```
7
Properties=species:S:1:pos:R:3:forces:R:3
N 0.4293 -0.3916 0.9708 -1.257 1.693 1.123
O 0.4918 0.3636 -1.5528 0.570 -0.761 0.276
S -0.6682 -2.2782 -0.6976 1.160 0.609 0.356
S -0.1285 -0.3859 -0.4971 -4.207 1.482 -1.780
Br 0.0490 2.4853 0.9624 0.226 -1.605 0.198
H 1.3634 -0.0744 1.2112 0.705 -0.301 -0.603
H -1.5367 0.2812 -0.3969 2.803 -1.116 0.429
```
Forces are in eV/Å.

DFT total energy in eV: -95277.143
LUMO level (alpha / beta) in eV: -4.5927 / -5.0084
Kohn-Sham gap (alpha / beta) in eV: 5.5 / 4.5

BrH2OP | wB97M-V/def2-TZVPD

The geometry in XYZ format:
```
5
Properties=species:S:1:pos:R:3:forces:R:3
O 1.0206 0.6603 -0.2583 -2.003 -2.325 -0.166
P -0.0485 -0.8896 -0.1235 1.757 3.159 -2.668
Br -1.9273 0.1900 0.2037 -0.455 -0.073 0.402
H 0.6159 1.2371 -0.9540 0.377 -0.907 0.739
H 0.3393 -1.1979 1.1320 0.324 0.145 1.693
```
Forces are in eV/Å.

DFT total energy in eV: -81411.105
LUMO level in eV: 0.2251
Kohn-Sham gap in eV: 10.0

BrH2PS | wB97M-V/def2-TZVPD

The geometry in XYZ format:
```
5
Properties=species:S:1:pos:R:3:forces:R:3
P 1.0104 0.2839 -0.9099 -1.707 -0.714 2.530
S -1.1067 -0.2301 1.0697 3.295 1.696 -0.432
Br -2.5238 -1.2826 0.0328 -1.812 -1.324 -1.273
H 0.9294 1.6424 -0.4048 0.459 -0.797 0.094
H 1.6908 -0.4136 0.2123 -0.235 1.140 -0.919
```
Forces are in eV/Å.

DFT total energy in eV: -90196.445
LUMO level (alpha / beta) in eV: -1.9958 / -2.1407
Kohn-Sham gap (alpha / beta) in eV: 6.7 / 6.5

Question: Look up the DFT total energy of the first one.
Answer: -146008.973 eV

Question: What is the formula in the fourth record?
Answer: BrH2NO2S

Question: The lowest DFT total energy belongs to which entry?
Answer: BrFeH39O20

Question: The lowest DFT total energy belongs to which entry?
Answer: BrFeH39O20